*one*
10
Properties=species:S:1:pos:R:3 method="wB97M-V/def2-TZVPD" spin_multiplicity=1 e_lumo_ev=0.664 total_charge=0 mol_weight_da=72.08
C -1.83 1.24 1.52
C -0.95 0.58 1.03
C 0.82 -0.16 -1.17
C 0.33 -0.81 0.13
F 1.33 -1.06 1.03
H -2.35 1.95 2.01
H 1.68 0.35 -0.88
H 0.12 0.57 -1.81
H 1.08 -0.88 -1.97
H -0.24 -1.79 0.10

---

*two*
10
Properties=species:S:1:pos:R:3 method="wB97M-V/def2-TZVPD" smiles=C#C[C@@H](C)F spin_multiplicity=1 e_lumo_ev=1.034 total_charge=0 mol_weight_da=72.08
C 2.31 0.10 -0.10
C 1.14 -0.08 0.13
C -0.36 -0.07 0.45
C -1.22 1.12 -0.07
F -1.09 -1.19 -0.24
H 3.23 0.37 -0.66
H -0.40 -0.32 1.52
H -1.92 0.58 -0.48
H -0.94 1.58 -1.07
H -1.45 2.11 0.43

---

The least stable of them is *one*.

---

*one*
10
Properties=species:S:1:pos:R:3 method="wB97M-V/def2-TZVPD" smiles="C=CC(=C)F" spin_multiplicity=1 e_lumo_ev=0.711 total_charge=0 mol_weight_da=72.08
C -0.34 -1.37 1.26
C -0.66 -0.28 0.64
C 0.01 0.37 -0.39
C -0.30 1.63 -0.81
F 1.16 -0.29 -0.67
H -0.83 -2.06 1.92
H 0.64 -1.71 1.13
H -1.62 0.19 0.86
H -1.22 2.13 -0.51
H 0.37 2.03 -1.55

---

*two*
10
Properties=species:S:1:pos:R:3 method="wB97M-V/def2-TZVPD" spin_multiplicity=1 e_lumo_ev=0.074 total_charge=0 mol_weight_da=72.08
C 0.36 -0.18 1.44
C -0.43 -0.12 -1.02
C -0.50 0.45 0.14
C 0.58 -0.89 3.05
F 0.93 -2.06 2.73
H 0.86 -0.98 0.94
H 1.18 0.55 1.78
H -0.99 0.41 -1.73
H -0.18 -1.18 -1.12
H -0.86 1.35 0.29

---

The least stable of them is *two*.

---

*one*
11
Properties=species:S:1:pos:R:3 method="wB97M-V/def2-TZVPD" smiles="C=C[SiH3].Br" spin_multiplicity=1 e_lumo_ev=0.553 total_charge=0 mol_weight_da=139.07
C -0.13 -1.54 0.18
C -0.31 -0.25 0.44
Si -1.52 0.92 -0.38
H 0.40 -2.13 0.79
H -0.62 -1.99 -0.61
H 0.19 0.17 1.21
H -2.60 1.41 0.64
H -0.99 2.22 -0.54
H -2.18 0.17 -1.64
Br 4.41 0.03 -0.23
H 3.36 0.99 0.13

---

*two*
11
Properties=species:S:1:pos:R:3 method="wB97M-V/def2-TZVPD" spin_multiplicity=1 e_lumo_ev="-3.019 / -3.019" total_charge=0 mol_weight_da=139.07
C 1.40 0.27 0.98
C -1.36 -0.65 -0.47
Si 0.48 -0.85 -0.23
Br -1.27 3.12 -1.31
H 0.69 0.94 1.47
H 1.93 -0.28 1.75
H 2.12 0.90 0.46
H -1.78 -1.40 -1.13
H -1.90 -0.70 0.48
H -1.57 0.34 -0.89
H 1.27 -1.69 -1.12

---

The least stable of them is *two*.

---

*one*
24
Properties=species:S:1:pos:R:3 method="wB97M-V/def2-TZVPD" spin_multiplicity=1 e_lumo_ev="-0.560 / -0.186" total_charge=0 mol_weight_da=155.20
C -1.94 0.24 -0.18
C 0.61 1.89 0.75
C 1.11 0.92 -1.63
C 0.56 -0.75 1.65
C 0.62 -1.89 -0.59
C 0.63 0.66 -0.24
N -2.39 -0.98 -0.60
N -2.89 1.12 0.18
N -3.67 -0.83 -0.36
N -3.96 0.37 0.11
N 1.00 -0.66 0.26
H 0.49 2.85 0.28
H -0.10 1.67 1.44
H 1.66 1.95 1.21
H 1.37 1.89 -1.91
H 1.93 0.30 -1.81
H 0.19 0.70 -2.38
H 1.02 0.09 2.07
H -0.57 -0.83 1.55
H 0.82 -1.65 2.29
H 0.22 -2.77 0.00
H -0.18 -1.45 -1.27
H 1.49 -2.23 -1.20
H 1.98 -0.61 0.39

---

*two*
24
Properties=species:S:1:pos:R:3 method="wB97M-V/def2-TZVPD" smiles=CN[C@@H](c1nnn[nH]1)C(C)C spin_multiplicity=1 e_lumo_ev=0.793 total_charge=0 mol_weight_da=155.20
C -0.52 -0.19 -2.82
N -0.11 0.50 -1.58
C 0.11 -0.40 -0.43
C 1.31 -1.51 -0.65
N 1.12 -2.82 -0.59
N 2.35 -3.36 -0.72
N 3.24 -2.47 -0.93
N 2.65 -1.28 -0.93
C 0.51 0.48 0.87
C -0.75 0.75 1.60
C 1.67 0.01 1.76
H 0.08 0.28 -3.61
H -0.44 -1.28 -2.58
H -1.51 0.04 -3.11
H -0.74 1.30 -1.39
H -0.67 -1.04 -0.29
H 3.24 -0.43 -1.05
H 0.78 1.47 0.40
H -0.83 0.33 2.58
H -1.54 0.41 0.96
H -0.83 1.87 1.80
H 2.27 -0.61 1.15
H 1.99 0.95 2.26
H 1.28 -0.67 2.45

---

The least stable of them is *one*.

---

*one*
13
Properties=species:S:1:pos:R:3 method="wB97M-V/def2-TZVPD" spin_multiplicity=1 e_lumo_ev=1.050 total_charge=0 mol_weight_da=72.11
C -1.84 -0.25 0.45
N -0.87 0.73 0.05
C 0.36 0.45 -0.14
C 0.97 -0.93 -0.18
N 1.21 1.48 -0.47
H -1.51 -0.93 1.24
H -2.76 0.26 0.72
H -1.93 -0.73 -0.57
H 1.89 -0.93 -0.76
H 0.27 -1.64 -0.63
H 1.17 -1.27 0.83
H 2.19 1.35 -0.27
H 0.85 2.40 -0.28

---

*two*
13
Properties=species:S:1:pos:R:3 method="wB97M-V/def2-TZVPD" smiles="C=NC.C=N" spin_multiplicity=1 e_lumo_ev=0.830 total_charge=0 mol_weight_da=72.11
C -1.36 -1.96 1.54
N -1.84 -2.00 0.38
C -1.38 -0.97 -0.57
H -1.39 -2.86 2.14
H -0.94 -1.06 2.01
H -0.36 -0.65 -0.35
H -1.40 -1.40 -1.56
H -2.03 -0.10 -0.55
C 2.36 2.39 -0.31
N 2.16 1.91 -1.46
H 3.40 2.55 -0.03
H 1.54 2.64 0.37
H 1.24 1.51 -1.62

---

The least stable of them is *two*.

---

*one*
13
Properties=species:S:1:pos:R:3 method="wB97M-V/def2-TZVPD" smiles=NC[C@@H]1CN1 spin_multiplicity=1 e_lumo_ev=1.137 total_charge=0 mol_weight_da=72.11
N 0.65 -0.09 1.88
C -0.01 0.71 0.85
C -0.52 -0.17 -0.24
C 0.38 -0.79 -1.25
N -0.46 0.37 -1.57
H 0.92 0.57 2.63
H -0.04 -0.69 2.33
H -0.83 1.35 1.19
H 0.76 1.39 0.44
H -1.42 -0.75 0.01
H 1.45 -0.60 -1.18
H 0.05 -1.76 -1.59
H -1.26 0.10 -2.16

---

*two*
13
Properties=species:S:1:pos:R:3 method="wB97M-V/def2-TZVPD" spin_multiplicity=1 e_lumo_ev="0.087 / -0.303" total_charge=0 mol_weight_da=72.11
C -1.04 -1.03 -0.74
C -0.22 0.19 -0.39
N -0.43 1.39 -0.75
H -1.13 1.44 -1.49
H 1.48 -0.89 -0.84
H -1.14 -1.10 -1.82
H -0.59 -1.95 -0.38
H -2.04 -0.91 -0.31
C 1.00 0.98 1.56
N 0.61 0.01 0.79
H 1.13 -0.88 0.69
H 0.70 1.99 1.31
H 1.68 0.76 2.37

---

The least stable of them is *two*.

---

*one*
12
Properties=species:S:1:pos:R:3 method="wB97M-V/def2-TZVPD" spin_multiplicity=1 e_lumo_ev=-3.822 total_charge=+1 mol_weight_da=62.10
N 1.09 1.51 -0.87
H 0.80 2.45 -0.92
H 0.60 0.43 0.26
H 2.11 1.48 -0.73
H 0.98 1.27 -1.88
N -1.54 -1.12 -0.18
C -0.83 -1.02 0.96
N 0.33 -0.39 0.99
H -0.96 -1.05 -1.09
H -2.57 -1.30 -0.01
H -1.07 -1.53 1.85
H 1.07 -0.73 1.62

---

*two*
12
Properties=species:S:1:pos:R:3 method="wB97M-V/def2-TZVPD" spin_multiplicity=1 e_lumo_ev=-5.354 total_charge=+1 mol_weight_da=62.10
N -1.36 -2.39 -1.26
H -0.78 -2.22 -0.43
H 1.63 -0.01 1.27
H -2.08 -1.69 -1.40
H -1.89 -3.12 -0.77
N -0.60 0.87 0.35
C 0.66 1.11 0.06
N 1.69 0.92 0.89
H -0.77 -0.03 0.80
H -1.51 1.22 0.06
H 0.84 1.59 -0.89
H 2.41 1.63 0.85

---

The least stable of them is *two*.

---

*one*
89
Properties=species:S:1:pos:R:3 method="wB97M-V/def2-TZVPD" spin_multiplicity=1 e_lumo_ev=2.127 total_charge=-1 mol_weight_da=537.46
B 0.37 0.20 0.33
F 1.23 0.25 1.47
F 0.29 1.46 -0.28
F 0.94 -0.56 -0.58
F -0.96 -0.27 0.65
C 3.29 3.20 1.31
C 4.64 3.86 1.74
N 5.66 4.34 1.98
H 2.74 3.53 0.44
H 3.43 2.14 1.19
H 2.63 2.93 2.10
C 1.09 -1.27 4.29
C 1.80 -1.63 5.66
N 2.27 -1.97 6.62
H 1.76 -0.63 3.65
H 0.65 -2.00 3.76
H 0.21 -0.79 4.76
C -1.53 4.87 -1.36
C -0.33 4.29 -1.97
O 0.72 3.89 -1.15
H -2.42 4.44 -1.99
H -1.56 5.86 -1.53
H -1.82 4.49 -0.25
H 0.00 4.85 -2.79
H -0.61 3.38 -2.23
H 0.57 3.14 -0.63
C -2.59 -4.21 3.11
C -2.72 -2.72 2.55
O -1.81 -2.64 1.37
H -2.98 -4.91 2.45
H -3.41 -4.28 3.93
H -1.52 -4.48 3.54
H -2.13 -2.08 3.27
H -3.69 -2.15 2.58
H -1.79 -1.79 1.16
C -3.20 1.29 -0.64
C -3.91 -0.15 -0.48
O -4.75 -0.23 0.60
H -2.38 1.26 -1.42
H -2.67 1.58 0.26
H -3.96 2.02 -0.72
H -3.04 -1.04 -0.59
H -4.25 -0.34 -1.39
H -5.17 -0.99 0.75
C 5.71 0.87 -2.18
C 4.72 -0.19 -2.64
O 4.12 -0.92 -1.55
H 5.14 1.34 -1.41
H 6.06 1.62 -2.70
H 6.63 0.36 -1.57
H 5.17 -1.06 -3.35
H 3.89 0.30 -3.31
H 3.27 -0.59 -1.23
C -2.38 2.13 4.30
C -2.73 1.42 3.03
O -3.79 2.05 2.41
H -3.19 1.93 5.14
H -2.22 3.14 4.02
H -1.33 1.87 4.65
H -2.97 0.50 3.30
H -1.66 1.47 2.34
H -4.18 1.46 1.64
C -1.84 -2.67 -3.89
C -1.22 -2.17 -2.47
O 0.13 -2.14 -2.74
H -1.28 -2.23 -4.76
H -2.80 -2.55 -3.61
H -1.77 -3.63 -4.08
H -1.33 -2.83 -1.77
H -1.70 -1.13 -2.22
H 0.55 -1.72 -1.92
C 3.23 -3.83 1.46
C 1.81 -3.18 1.31
O 0.81 -4.02 1.78
H 3.43 -4.47 0.73
H 3.31 -4.25 2.50
H 4.04 -3.04 1.41
H 1.50 -3.00 0.17
H 1.80 -2.03 1.70
H -0.02 -3.71 1.46
C 0.24 1.79 -5.19
C 0.17 0.74 -4.08
O 0.81 -0.40 -4.68
H -0.31 1.41 -5.95
H 1.12 2.06 -5.48
H -0.46 2.73 -4.91
H -0.85 0.50 -3.91
H 0.66 1.11 -3.19
H 0.64 -1.15 -4.10

---

*two*
89
Properties=species:S:1:pos:R:3 method="wB97M-V/def2-TZVPD" spin_multiplicity=1 e_lumo_ev=2.599 total_charge=-1 mol_weight_da=537.46
B -38.65 -127.79 -15.04
F -37.70 -127.75 -16.03
F -39.76 -128.35 -15.55
F -38.13 -128.61 -14.04
F -38.80 -126.52 -14.61
C -39.42 -126.07 -11.52
C -40.44 -125.99 -10.39
N -41.23 -125.94 -9.51
H -39.48 -125.19 -12.22
H -38.68 -125.92 -10.85
H -39.28 -126.97 -12.09
C -35.60 -125.90 -13.14
C -35.27 -126.12 -11.65
N -35.07 -126.29 -10.58
H -36.43 -125.22 -12.91
H -34.88 -125.51 -13.81
H -36.04 -126.79 -13.49
C -37.24 -132.25 -14.74
C -37.65 -131.89 -16.24
O -36.93 -130.79 -16.80
H -36.30 -132.86 -14.74
H -37.89 -133.01 -14.50
H -37.40 -131.34 -14.06
H -38.67 -131.76 -16.38
H -37.89 -132.89 -16.74
H -37.41 -129.94 -16.29
C -41.92 -132.63 -16.14
C -41.62 -131.35 -15.42
O -41.58 -130.28 -16.31
H -41.01 -132.97 -16.54
H -42.51 -132.61 -17.08
H -42.26 -133.41 -15.32
H -40.59 -131.44 -15.07
H -42.17 -131.02 -14.38
H -40.96 -129.65 -16.11
C -37.43 -123.25 -18.20
C -37.89 -124.62 -17.70
O -37.13 -124.71 -16.49
H -37.39 -122.29 -17.56
H -37.98 -122.98 -19.14
H -36.40 -123.35 -18.60
H -37.65 -125.36 -18.25
H -38.87 -124.73 -17.59
H -37.34 -125.22 -15.89
C -42.57 -123.64 -15.20
C -41.48 -124.52 -14.69
O -40.91 -125.33 -15.71
H -42.02 -122.92 -15.90
H -43.02 -123.24 -14.37
H -43.44 -124.12 -15.43
H -41.98 -125.12 -13.90
H -40.62 -124.03 -14.09
H -40.12 -125.89 -15.24
C -39.80 -128.14 -20.56
C -39.39 -127.96 -19.00
O -38.02 -127.82 -18.81
H -40.87 -127.69 -20.67
H -39.68 -129.06 -20.86
H -39.07 -127.47 -21.03
H -39.50 -129.02 -18.54
H -39.88 -127.25 -18.19
H -37.88 -127.79 -17.86
C -33.68 -125.96 -17.32
C -34.35 -127.23 -17.80
O -33.20 -128.03 -17.89
H -34.51 -125.13 -17.02
H -32.99 -125.45 -17.85
H -33.27 -126.19 -16.37
H -34.80 -127.36 -18.78
H -34.98 -127.85 -16.97
H -33.22 -128.21 -18.80
C -42.19 -128.07 -13.20
C -43.46 -128.04 -14.04
O -44.35 -129.02 -13.69
H -41.43 -127.35 -13.51
H -41.95 -129.00 -13.38
H -42.44 -127.84 -12.17
H -43.13 -128.26 -15.13
H -43.95 -127.09 -14.09
H -45.25 -129.16 -13.96
C -36.58 -129.50 -9.58
C -36.76 -129.02 -10.94
O -37.94 -129.62 -11.58
H -35.88 -128.65 -9.18
H -36.12 -130.35 -9.62
H -37.40 -129.46 -9.13
H -35.93 -129.21 -11.55
H -37.00 -127.88 -10.89
H -37.87 -129.47 -12.53

---

The least stable of them is *two*.

---

*one*
9
Properties=species:S:1:pos:R:3 method="wB97M-V/def2-TZVPD" spin_multiplicity=1 e_lumo_ev=4.101 total_charge=-1 mol_weight_da=121.01
O -0.36 1.89 1.78
P 0.47 0.79 1.28
O 1.85 0.55 1.70
O -0.38 -0.53 0.99
C -0.57 -0.94 -0.34
C -0.10 -0.21 -1.36
O 0.56 0.89 -1.28
H -1.17 -1.83 -0.42
H -0.30 -0.61 -2.36

---

*two*
9
Properties=species:S:1:pos:R:3 method="wB97M-V/def2-TZVPD" spin_multiplicity=1 e_lumo_ev=3.719 total_charge=-1 mol_weight_da=121.01
O 4.33 0.30 0.58
P 3.10 -0.15 -0.04
O 2.99 -0.41 -1.49
O 1.96 -0.41 1.01
C 0.66 -0.21 0.41
C 0.33 1.00 -0.15
O 0.80 2.14 0.00
H 0.24 -1.21 -0.04
H -0.69 0.97 -0.69

---

The least stable of them is *two*.

---

*one*
21
Properties=species:S:1:pos:R:3 method="wB97M-V/def2-TZVPD" spin_multiplicity=1 e_lumo_ev="-0.441 / -0.644" total_charge=0 mol_weight_da=124.19
C 1.86 1.08 -0.33
C -2.48 0.30 -0.03
C -0.17 -0.44 -0.94
C 1.01 -0.15 0.01
C -1.09 -0.20 0.10
N 0.01 -0.56 2.42
C -0.14 0.17 1.20
C -0.24 -0.68 -2.27
N 1.65 -1.30 0.40
H 1.66 -1.97 -0.37
H 0.62 -1.36 2.21
H 0.46 0.01 3.12
H -0.33 1.23 1.46
H 1.23 1.95 -0.53
H 2.47 0.88 -1.21
H 2.52 1.30 0.51
H -2.50 1.38 0.13
H -3.10 -0.14 0.76
H -2.91 0.08 -1.01
H -1.15 -1.05 -2.73
H 0.62 -0.53 -2.90

---

*two*
21
Properties=species:S:1:pos:R:3 method="wB97M-V/def2-TZVPD" spin_multiplicity=1 e_lumo_ev=-1.460 total_charge=0 mol_weight_da=124.19
C -0.86 1.57 -1.37
C -0.74 0.96 0.08
C 0.30 1.95 0.85
C 1.30 -0.15 -0.33
C 1.80 -1.47 -0.21
C 0.87 -2.41 0.23
C -0.31 -1.54 0.34
H -0.83 2.97 -1.47
H 0.34 1.15 -1.78
H -1.77 0.92 -1.76
H -1.58 0.47 0.70
H 1.41 2.06 0.57
H 0.03 2.98 1.03
H 0.13 1.54 1.94
H 1.84 0.78 -0.65
H 2.52 -1.89 -0.78
H 1.01 -3.53 0.31
H -2.68 -1.13 -0.40
H -1.37 -3.37 1.55
N 0.01 -0.17 0.04
N -1.43 -1.70 1.12

---

The least stable of them is *two*.

---

*one*
19
Properties=species:S:1:pos:R:3 method="wB97M-V/def2-TZVPD" smiles=CCCSS.O.O spin_multiplicity=1 e_lumo_ev=-0.567 total_charge=0 mol_weight_da=144.26
C -2.08 -0.49 0.38
C -1.17 0.78 0.25
C -1.00 1.29 -1.20
S -0.30 -0.18 -2.17
S 1.39 -1.46 -1.36
H -3.09 -0.38 0.71
H -2.15 -1.03 -0.60
H -1.76 -1.34 0.98
H -0.22 0.65 0.83
H -1.66 1.69 0.90
H -0.21 2.06 -1.22
H -1.81 1.67 -1.70
H 2.54 -0.80 -1.89
O 1.31 -0.83 3.08
H 1.99 -1.35 2.68
H 1.72 -0.05 3.19
O 0.32 2.24 3.23
H 0.38 2.07 2.18
H -0.63 2.30 3.35

---

*two*
19
Properties=species:S:1:pos:R:3 method="wB97M-V/def2-TZVPD" smiles=CCSSC.O.O spin_multiplicity=1 e_lumo_ev=0.395 total_charge=0 mol_weight_da=144.26
C -0.71 -1.34 -1.02
C -0.52 -2.32 0.13
S 1.03 -2.10 1.06
S 0.96 -0.57 2.42
C 1.26 0.96 1.46
H 0.22 -1.24 -1.60
H -1.11 -0.40 -0.65
H -1.44 -1.69 -1.76
H -1.40 -2.33 0.77
H -0.44 -3.36 -0.20
H 2.33 1.04 1.27
H 0.78 0.88 0.50
H 0.89 1.76 2.08
O 0.97 1.81 -1.42
H 0.63 2.69 -1.64
H 0.86 1.31 -2.24
O -1.71 1.48 0.04
H -0.81 1.77 -0.17
H -1.80 1.65 0.99

---

The least stable of them is *one*.